Record 1
Density functional theory data (ωB97M-V with the def2-TZVPD basis set) for a gas-phase ion, C2H9N4O (charge +1) in a non-equilibrium geometry.

The calculation puts the molar mass at 105.121 g/mol. For the frontier orbital gap, the calculation gives 0.38596 Eh. The HOMO energy is -14.1 eV. The SMILES is [H]/N=C(/[NH3+])N(N)OC. The value obtained for the energy above the lowest of the compared OMol25 structures with the same formula, charge and spin is 576.1 kJ/mol. As for the charge: +1.

Element x y z (Å)
C: 0.97992 0.54145 -0.09605
C: -2.21369 0.53917 0.40788
N: 1.21223 1.76940 -0.01111
N: 2.18331 -0.30318 0.22303
N: -0.08411 -0.27810 -0.35420
N: -0.01582 -1.65093 -0.46760
O: -1.37917 0.41681 -0.70922
H: -2.95436 1.07844 -0.11561
H: -1.84756 1.18724 1.27265
H: -2.66116 -0.44936 0.75149
H: 0.56170 2.42391 -0.39186
H: 1.96339 -1.07609 0.90206
H: 2.44522 -0.60168 -0.69332
H: -0.81617 -2.08700 -0.09974
H: 2.61875 0.37098 0.85134
H: 0.00752 -1.88106 -1.46975

Record 2
Density functional theory data (ωB97M-V with the def2-TZVPD basis set) for a molecular structure, C18H26N4SSi2V in a non-equilibrium geometry.

The spin multiplicity is 2. The calculation puts the molar mass at 437.617 g/mol. For the frontier orbital gap (alpha / beta), the calculation gives 0.21378 / 0.20559 Eh. The HOMO energy (alpha / beta) is -5.9 / -5.9 eV. The value obtained for the energy above the lowest of the compared OMol25 structures with the same formula, charge and spin is 0.0 kJ/mol. As for the charge: 0.

Element x y z (Å)
V: -0.09645 0.77917 0.44994
C: -2.27205 3.96576 -1.33974
C: -1.31632 2.86139 -1.03289
N: -1.13709 2.39421 0.22959
N: -1.77154 3.04354 1.26654
C: -1.61344 2.56674 2.50074
N: -2.25980 3.21731 3.51016
S: -0.66875 1.19087 2.79517
C: -0.59648 2.12931 -1.99407
C: -0.51999 2.45721 -3.37365
C: 0.21972 1.68788 -4.21898
C: 0.90468 0.56869 -3.70515
C: 0.81915 0.30317 -2.36746
N: 0.10235 1.04811 -1.49895
H: -3.23753 3.79545 -0.85244
H: -2.47353 4.02186 -2.40552
H: -1.90152 4.94592 -1.02234
H: -2.38648 3.82098 1.06698
H: -2.43644 4.20511 3.41941
H: -2.01585 2.91046 4.43737
H: -1.04089 3.32695 -3.74544
H: 0.28463 1.93430 -5.26979
H: 1.49284 -0.07347 -4.34459
H: 1.32428 -0.54777 -1.92700
C: 3.64613 -0.04567 -0.01500
Si: 2.07668 -0.28942 1.03375
C: 2.72162 -0.17153 2.81607
C: 1.56842 -2.13159 0.80259
C: 2.55957 -3.10467 0.98071
C: 2.29323 -4.45798 0.86391
C: 1.00631 -4.87679 0.56004
C: 0.01121 -3.93247 0.37825
C: 0.26138 -2.55982 0.49221
Si: -1.21159 -1.37721 0.20579
C: -1.93978 -1.79980 -1.49284
C: -2.55818 -1.82474 1.45964
H: 4.41972 -0.75679 0.28089
H: 4.04678 0.95755 0.14357
H: 3.47820 -0.16455 -1.08448
H: 3.54782 -0.86772 2.97430
H: 1.94600 -0.40362 3.54576
H: 3.08633 0.83484 3.02941
H: 3.57145 -2.79645 1.22183
H: 3.08337 -5.18398 1.01004
H: 0.78216 -5.93211 0.46671
H: -0.99042 -4.27402 0.14020
H: -2.27435 -2.83769 -1.53910
H: -1.21455 -1.64599 -2.29167
H: -2.80269 -1.16377 -1.70208
H: -2.87847 -2.86088 1.33205
H: -3.43390 -1.18630 1.32663
H: -2.20597 -1.69998 2.48295

Record 3
Density functional theory data (ωB97M-V with the def2-TZVPD basis set) for a molecular structure, C19H28ClHfN3O4S2.

The calculation puts the molar mass at 640.527 g/mol. For the frontier orbital gap, the calculation gives 0.28535 Eh. The HOMO energy is -14.1 eV. The value obtained for the energy above the lowest of the compared OMol25 structures with the same formula, charge and spin is 10.9 kJ/mol. As for the charge: +2.

Element x y z (Å)
Hf: -0.93512 -1.34381 -0.21644
C: -1.68731 3.16932 -3.28014
C: -2.26154 1.85476 -2.83350
C: -3.53587 1.78451 -2.25638
C: -4.12108 0.57036 -1.93404
C: -3.43465 -0.61641 -2.17304
C: -2.13586 -0.56835 -2.68623
C: -1.56708 0.66718 -3.03064
H: -0.61302 3.22253 -3.09866
H: -2.16998 4.00773 -2.78105
H: -1.83426 3.29721 -4.35380
H: -4.09127 2.70151 -2.09851
H: -5.12686 0.54367 -1.53704
H: -3.90863 -1.57239 -1.99816
H: -1.62801 -1.48612 -2.98367
H: -0.59361 0.68585 -3.50472
N: 3.20741 1.23403 1.04289
C: 1.75601 0.88235 1.28267
C: 1.56576 0.36170 2.69116
C: 0.09665 0.00191 2.90894
N: -0.28704 -1.16635 2.05710
C: -0.81190 1.19340 2.63579
C: -0.61273 1.79815 1.25141
N: -1.25859 0.92174 0.22018
C: 0.86805 2.07505 0.96400
H: 3.77649 0.37693 0.99856
H: 3.58376 1.85754 1.76160
H: 3.32089 1.68921 0.13308
H: 1.57456 0.09441 0.56285
H: 1.84123 1.12605 3.42440
H: 2.19742 -0.51237 2.87304
H: -0.02056 -0.29439 3.95238
H: -1.13882 -1.56171 2.46460
H: 0.39526 -1.91613 2.17318
H: -0.60129 1.95793 3.38627
H: -1.85905 0.91335 2.77680
H: -1.12319 2.76252 1.21638
H: -1.17333 1.35838 -0.70264
H: -2.26358 0.96638 0.41051
H: 1.15861 2.92691 1.58741
H: 0.99304 2.37349 -0.08094
S: 0.95540 -0.60326 -1.67880
C: 2.33854 -1.44771 -0.97573
C: 3.62982 -0.95122 -1.16751
C: 4.71419 -1.57713 -0.56925
C: 4.51784 -2.70395 0.22512
C: 3.24429 -3.21717 0.40116
C: 2.14500 -2.59658 -0.19550
S: 0.53218 -3.29611 -0.04580
H: 3.77906 -0.10301 -1.82701
H: 5.71651 -1.21176 -0.75122
H: 5.36401 -3.19748 0.68306
H: 3.09507 -4.11185 0.99146
O: -4.51652 -3.07726 0.70669
Cl: -3.18399 -2.71987 0.78416
O: -2.44090 -3.29217 1.84151
O: -2.44512 -2.99770 -0.50819
O: -2.98631 -1.23375 0.86025

Record 4
Density functional theory data (ωB97M-V with the def2-TZVPD basis set) for 2 unconnected molecules or ions with the total composition C6H17NO.

The calculation puts the molar mass at 119.208 g/mol. For the frontier orbital gap, the calculation gives 0.33028 Eh. The HOMO energy is -8.3 eV. The SMILES is CCCNCCC.O. The value obtained for the energy above the lowest of the compared OMol25 structures with the same formula, charge and spin is 75.5 kJ/mol. As for the charge: 0.

Element x y z (Å)
C: 1.54835 -0.41267 0.23430
N: 0.09660 -0.16007 0.26966
C: -0.70867 -0.73347 -0.82303
C: -2.03196 -1.31884 -0.30559
C: -3.16540 -0.31334 -0.34923
C: 2.12562 -0.79790 1.60902
C: 3.07610 0.25342 2.16201
H: 1.73995 -1.16571 -0.52048
H: 2.08326 0.50050 -0.06257
H: -0.06794 0.84011 0.30040
H: -0.15447 -1.52869 -1.33197
H: -0.84047 0.04055 -1.57713
H: -1.81860 -1.56786 0.73360
H: -2.25274 -2.23956 -0.84724
H: -2.91391 0.61221 0.18107
H: -3.41336 -0.01771 -1.37666
H: -4.09934 -0.69229 0.07193
H: 2.62621 -1.77209 1.57219
H: 1.33177 -0.91580 2.34260
H: 3.96612 0.40665 1.55985
H: 3.39175 0.03881 3.17680
H: 2.56532 1.22748 2.19910
H: -1.13756 3.59699 -2.22548
H: -0.41534 2.48039 -3.05131
O: -0.78684 2.69660 -2.18783

Record 5
Density functional theory data (ωB97M-V with the def2-TZVPD basis set) for a molecular structure, C30H30ClF3IMoN11O2PS2.

The spin multiplicity is 3. The calculation puts the molar mass at 987.044 g/mol. For the frontier orbital gap (alpha / beta), the calculation gives 0.28954 / 0.26185 Eh. The HOMO energy (alpha / beta) is -10.5 / -10.6 eV. The value obtained for the energy above the lowest of the compared OMol25 structures with the same formula, charge and spin is 44.8 kJ/mol. As for the charge: +1.

Element x y z (Å)
Mo: -0.00237 -0.25374 0.38381
N: -1.20468 2.59788 3.60096
C: -2.51965 2.39702 3.21302
C: -3.71534 2.85916 3.74823
C: -4.87226 2.43255 3.13088
C: -4.82992 1.57304 2.02354
C: -3.63710 1.12092 1.49836
C: -2.45465 1.54926 2.10424
N: -1.11291 1.25786 1.83760
C: -0.42457 1.90161 2.75085
C: 1.02032 1.83680 2.78173
C: 1.90524 2.44147 3.61416
S: 3.49373 2.08855 3.10310
C: 2.86870 1.15809 1.81837
N: 1.57480 1.10108 1.77167
H: -0.88535 3.17167 4.36204
H: -3.73918 3.51328 4.60924
H: -5.83011 2.76022 3.51058
H: -5.75964 1.25206 1.57310
H: -3.63100 0.44600 0.65575
H: 1.71573 3.06841 4.46930
H: 3.51735 0.64905 1.12450
F: -3.14368 -2.45128 -3.15996
C: -3.63955 -1.23820 -3.42437
F: -3.45253 -0.99243 -4.72799
F: -4.97027 -1.29632 -3.22198
C: -3.03073 -0.15545 -2.57461
C: -3.48242 1.14220 -2.75680
C: -2.95772 2.18410 -2.00538
C: -1.99789 1.89058 -1.06022
N: -1.58067 0.63771 -0.87633
C: -2.03833 -0.37468 -1.62214
S: -1.16573 -1.81622 -1.18657
H: -4.24628 1.33560 -3.49975
H: -3.29201 3.20103 -2.14519
H: -1.53846 2.64146 -0.42977
Cl: 1.07831 -1.61309 2.15475
C: 2.51021 4.62234 -0.77414
N: 2.19396 3.28333 -1.25694
C: 2.58614 2.87776 -2.50358
C: 2.07496 1.77585 -3.06194
C: 1.11726 0.98208 -2.30703
O: 0.45922 0.09038 -2.82169
N: 0.99916 1.25707 -0.94350
C: 1.23892 2.56158 -0.54802
O: 0.66568 3.11354 0.38078
H: 3.36337 4.99637 -1.33473
H: 2.75974 4.58265 0.28318
H: 1.66384 5.29662 -0.90199
H: 3.29400 3.52283 -3.00613
H: 2.31627 1.46856 -4.06712
I: -3.85303 -1.97598 5.35548
C: -3.09609 -1.87695 3.44829
C: -3.66062 -2.35998 2.28817
N: -2.82434 -2.03408 1.29220
N: -1.74277 -1.37475 1.73070
C: -1.89887 -1.27811 3.04509
H: -4.57022 -2.90763 2.11031
H: -2.84306 -2.30602 0.31631
H: -1.15210 -0.79554 3.65173
C: 4.42775 -2.73672 -2.05740
N: 4.33360 -2.76760 -0.59936
C: 3.81523 -4.07404 -0.18787
N: 2.54903 -4.42972 -0.82428
C: 2.69680 -4.34285 -2.27440
N: 3.16498 -3.03601 -2.71984
C: 2.17789 -1.98383 -2.51508
P: 1.76364 -1.79900 -0.70389
C: 3.51133 -1.67473 -0.09383
C: 1.45320 -3.59893 -0.34943
H: 5.16180 -3.48275 -2.36594
H: 4.77846 -1.75267 -2.37494
H: 3.68820 -4.08566 0.89577
H: 4.55538 -4.82759 -0.46090
H: 1.73927 -4.56496 -2.74790
H: 3.42436 -5.09168 -2.59172
H: 1.26305 -2.19803 -3.06525
H: 2.57909 -1.04801 -2.89946
H: 3.51513 -1.68369 0.99614
H: 3.93203 -0.72925 -0.45098
H: 0.53250 -3.89909 -0.85465
H: 1.31644 -3.73233 0.72110

Record 6
Density functional theory data (ωB97M-V with the def2-TZVPD basis set) for a single C2H5NO2 molecule in a non-equilibrium geometry.

The calculation puts the molar mass at 75.067 g/mol. For the frontier orbital gap, the calculation gives 0.38064 Eh. The HOMO energy is -9.4 eV. The SMILES is CO[C@@H]1NO1. The value obtained for the energy above the lowest of the compared OMol25 structures with the same formula, charge and spin is 409.9 kJ/mol. As for the charge: 0.

Element x y z (Å)
C: 0.17297 -1.24199 -0.03843
C: -0.27276 0.99663 0.14923
N: 1.05621 -2.35201 -0.10939
O: 0.53089 -1.84352 -1.34377
O: 0.68745 0.00196 0.10578
H: -0.84517 -1.30719 0.19848
H: 0.11883 2.00267 0.03552
H: -0.97118 0.91745 1.02415
H: -1.03788 0.70175 -0.66508
H: 2.02936 -1.99565 -0.24189

Which value of molar mass does entry 3 give? 640.527 g/mol

Copy entry 3 word for word.
Density functional theory data (ωB97M-V with the def2-TZVPD basis set) for a molecular structure, C19H28ClHfN3O4S2.

The calculation puts the molar mass at 640.527 g/mol. For the frontier orbital gap, the calculation gives 0.28535 Eh. The HOMO energy is -14.1 eV. The value obtained for the energy above the lowest of the compared OMol25 structures with the same formula, charge and spin is 10.9 kJ/mol. As for the charge: +2.

Element x y z (Å)
Hf: -0.93512 -1.34381 -0.21644
C: -1.68731 3.16932 -3.28014
C: -2.26154 1.85476 -2.83350
C: -3.53587 1.78451 -2.25638
C: -4.12108 0.57036 -1.93404
C: -3.43465 -0.61641 -2.17304
C: -2.13586 -0.56835 -2.68623
C: -1.56708 0.66718 -3.03064
H: -0.61302 3.22253 -3.09866
H: -2.16998 4.00773 -2.78105
H: -1.83426 3.29721 -4.35380
H: -4.09127 2.70151 -2.09851
H: -5.12686 0.54367 -1.53704
H: -3.90863 -1.57239 -1.99816
H: -1.62801 -1.48612 -2.98367
H: -0.59361 0.68585 -3.50472
N: 3.20741 1.23403 1.04289
C: 1.75601 0.88235 1.28267
C: 1.56576 0.36170 2.69116
C: 0.09665 0.00191 2.90894
N: -0.28704 -1.16635 2.05710
C: -0.81190 1.19340 2.63579
C: -0.61273 1.79815 1.25141
N: -1.25859 0.92174 0.22018
C: 0.86805 2.07505 0.96400
H: 3.77649 0.37693 0.99856
H: 3.58376 1.85754 1.76160
H: 3.32089 1.68921 0.13308
H: 1.57456 0.09441 0.56285
H: 1.84123 1.12605 3.42440
H: 2.19742 -0.51237 2.87304
H: -0.02056 -0.29439 3.95238
H: -1.13882 -1.56171 2.46460
H: 0.39526 -1.91613 2.17318
H: -0.60129 1.95793 3.38627
H: -1.85905 0.91335 2.77680
H: -1.12319 2.76252 1.21638
H: -1.17333 1.35838 -0.70264
H: -2.26358 0.96638 0.41051
H: 1.15861 2.92691 1.58741
H: 0.99304 2.37349 -0.08094
S: 0.95540 -0.60326 -1.67880
C: 2.33854 -1.44771 -0.97573
C: 3.62982 -0.95122 -1.16751
C: 4.71419 -1.57713 -0.56925
C: 4.51784 -2.70395 0.22512
C: 3.24429 -3.21717 0.40116
C: 2.14500 -2.59658 -0.19550
S: 0.53218 -3.29611 -0.04580
H: 3.77906 -0.10301 -1.82701
H: 5.71651 -1.21176 -0.75122
H: 5.36401 -3.19748 0.68306
H: 3.09507 -4.11185 0.99146
O: -4.51652 -3.07726 0.70669
Cl: -3.18399 -2.71987 0.78416
O: -2.44090 -3.29217 1.84151
O: -2.44512 -2.99770 -0.50819
O: -2.98631 -1.23375 0.86025

charge of number 6 (C2H5NO2)? 0

Which value of molar mass does entry 3 give? 640.527 g/mol